Entry 1:
Density functional theory data (ωB97M-V with the def2-TZVPD basis set) for 2 unconnected molecules or ions with the total composition C3H11N3.

frontier orbital gap (alpha / beta): 9.86 / 7.80 eV

Geometry as ORCA input:
```
! RIJCOSX wB97M-V def2-TZVPD def2/J DEFGRID3
* xyz 2 1
C -1.3678 -0.6735 1.6566
C 1.8218 -0.0246 0.4215
C 0.2729 1.0203 -1.8571
N -2.4649 -0.2573 2.1043
N 0.7378 -0.7043 -0.0847
N 0.2753 -0.3893 -1.3768
H -0.8001 -1.4851 2.0970
H -2.9974 0.5004 1.6644
H 2.6744 -0.7430 0.4140
H 2.1237 0.9100 -0.0579
H 1.6984 0.1009 1.5066
H -0.1627 1.6675 -1.0960
H 1.2795 1.3610 -2.0895
H -0.3219 1.0963 -2.7669
H -2.9275 -0.6373 2.9497
H 0.8395 -0.9622 -2.0432
H -0.6812 -0.7799 -1.4419
*
```


Entry 2:
Density functional theory data (ωB97M-V with the def2-TZVPD basis set) for 10 unconnected molecules or ions with the total composition C31H45Cl9O14.

SMILES string: ClC(Cl)Cl.ClC(Cl)Cl.ClC(Cl)Cl.O=C1CCCO1.O=C1CCCO1.O=C1CCCO1.O=C1CCCO1.O=C1CCCO1.O=C1CCCO1.O=C1CCCO1
frontier orbital gap: 9.86 eV

Geometry as ORCA input:
```
! RIJCOSX wB97M-V def2-TZVPD def2/J DEFGRID3
* xyz 0 1
Cl 9.8799 19.9595 9.2749
C 9.4059 18.3728 9.7104
Cl 9.4098 17.3591 8.3379
Cl 7.7816 18.3595 10.5776
H 10.0858 18.0533 10.5445
Cl 10.4887 10.0450 12.1370
C 10.1089 9.1758 10.6483
Cl 11.5312 8.4856 9.8980
Cl 9.1711 10.1938 9.5232
H 9.5040 8.3108 10.9516
Cl 17.5517 16.8429 11.4039
C 16.6387 16.6838 12.8742
Cl 15.4685 15.4149 12.8081
Cl 15.7432 18.1792 13.3864
H 17.2778 16.3949 13.7178
O 14.1063 9.5804 14.7610
C 14.5566 10.6205 15.1372
C 13.8335 11.8855 15.2403
C 14.7337 12.8369 15.9515
C 16.1136 12.1360 15.8903
O 15.7797 10.7589 15.7641
H 13.4850 12.1893 14.2138
H 12.8367 11.7753 15.7140
H 14.7469 13.8300 15.4833
H 14.4036 12.9860 16.9903
H 16.7261 12.3367 14.9785
H 16.6570 12.3456 16.7939
O 10.4513 22.5080 11.2425
C 10.4947 21.9926 12.3489
C 9.8865 20.6770 12.6899
C 10.1343 20.5778 14.2684
C 10.9653 21.7493 14.5905
O 10.9913 22.6295 13.4067
H 8.8377 20.6241 12.4655
H 10.3825 19.8695 12.0893
H 9.2011 20.7599 14.7948
H 10.6252 19.6054 14.4626
H 10.5906 22.4434 15.3443
H 11.9669 21.3537 14.8306
O 8.3568 10.4995 14.1063
C 8.1084 11.1853 15.0625
C 6.9764 12.2286 15.2599
C 7.4863 13.0807 16.3805
C 8.4009 12.1700 17.1445
O 8.9032 11.2742 16.2128
H 6.7478 12.6781 14.2648
H 6.0417 11.7350 15.4238
H 8.1815 13.9235 16.0896
H 6.7345 13.4538 17.0057
H 9.2017 12.6187 17.6523
H 7.7542 11.5711 17.7288
O 12.9339 17.1932 8.2640
C 13.8139 17.9419 8.6379
C 13.7287 19.1622 9.4224
C 15.1580 19.6694 9.6775
C 15.8872 19.0260 8.5101
O 15.0849 17.9304 8.0520
H 13.0689 19.8677 8.9622
H 13.2047 18.9308 10.3346
H 15.3137 20.7316 9.6865
H 15.6526 19.3559 10.5982
H 15.9315 19.7338 7.6843
H 16.9105 18.6600 8.6777
O 14.6164 11.4169 6.7998
C 15.0206 12.3985 7.4197
C 14.2625 13.5799 8.0244
C 15.3529 14.5920 8.3457
C 16.5262 13.6406 8.5291
O 16.3878 12.4878 7.7315
H 13.4044 13.8920 7.4221
H 13.9064 13.1668 8.9374
H 15.4846 15.1857 7.4342
H 15.2141 15.1958 9.1849
H 17.4601 14.0842 8.1918
H 16.5872 13.3083 9.5795
O 12.1057 17.4085 11.4020
C 11.7791 16.2628 11.2023
C 12.6483 15.1986 10.8501
C 11.8106 13.8647 10.9652
C 10.4048 14.4251 10.8415
O 10.4815 15.8616 11.2433
H 12.9622 15.2817 9.8032
H 13.6090 15.2174 11.3832
H 12.0776 13.0268 10.3651
H 11.9066 13.4746 11.9900
H 10.0297 14.4608 9.8287
H 9.6599 13.9498 11.5527
O 14.9319 12.6227 12.2072
C 15.0626 11.4814 11.9096
C 14.1441 10.6243 11.0600
C 14.9183 9.2948 10.9389
C 15.9483 9.4094 12.0850
O 16.1447 10.8253 12.3197
H 13.2574 10.6137 11.7145
H 13.8729 11.1036 10.1420
H 14.3337 8.3840 11.0572
H 15.3771 9.3122 10.0068
H 15.4978 8.8601 12.9000
H 16.9189 8.9584 11.8719
*
```


Entry 3:
Density functional theory data (ωB97M-V with the def2-TZVPD basis set) for a molecular structure, C5H11IN.

frontier orbital gap: 10.17 eV

Geometry as ORCA input:
```
! RIJCOSX wB97M-V def2-TZVPD def2/J DEFGRID3
* xyz 1 1
C -0.4636 1.0002 1.0867
C -0.3996 1.1230 -0.4166
C -0.9783 -0.3978 1.3553
C 0.1015 -0.1523 -1.0205
C 1.5421 -0.1016 -1.1640
N -0.2508 -1.3424 0.3953
I -0.8663 -1.0992 -2.6957
H 0.5470 1.1357 1.4877
H -0.9685 1.7810 1.6029
H -1.3585 1.3858 -0.8673
H 0.4669 1.7874 -0.6783
H -0.8861 -0.6654 2.4611
H -2.1035 -0.4348 1.1195
H 1.7857 0.3400 -0.2607
H 1.8476 0.3803 -2.0390
H 2.0782 -0.9475 -1.4410
H 0.6553 -1.5823 0.6160
H -0.7490 -2.2102 0.4586
*
```


Entry 4:
Density functional theory data (ωB97M-V with the def2-TZVPD basis set) for a gas-phase ion, C5H9BrN3O (charge +1).

frontier orbital gap: 8.07 eV

Geometry as ORCA input:
```
! RIJCOSX wB97M-V def2-TZVPD def2/J DEFGRID3
* xyz 1 1
C 0.1066 0.9709 -0.2932
C 1.1032 0.3344 -0.7656
C -0.1243 2.4890 -0.4203
C -1.9269 -1.6601 1.2892
C 2.3321 -0.0633 -1.1686
N -0.9535 0.3747 0.4105
N -0.9662 -0.9891 0.4519
N 0.0771 -1.5794 0.0466
O 0.4196 -2.7478 0.1859
Br 3.5750 -0.6737 0.3648
H -0.9093 2.4686 0.4103
H -0.7267 2.7113 -1.3521
H 0.6937 3.2046 -0.4818
H -1.3862 -2.5955 1.6107
H -2.2089 -0.9921 2.1476
H -2.6922 -1.8342 0.6344
H 3.0043 0.8041 -1.6251
H 2.4900 -0.9821 -1.7872
H -1.9076 0.7598 0.3420
*
```


Computed F_max, in the same sequence as the records: 2.221 4.444 3.923 5.549 eV/A.